# C7H9NO

An isolated molecule of C7H9NO (wB97M-V/def2-TZVPD, OMol25).

Geometry (Å):
1 C 2.70 0.99 -1.63
2 C 1.73 0.25 -1.60
3 C 1.54 -1.92 0.11
4 C 0.47 -0.39 -1.39
5 C -0.33 -0.22 -0.13
6 C -1.90 -0.24 -0.02
7 C 0.26 0.59 0.96
8 N 0.37 -1.39 -0.38
9 O 2.43 -2.22 -0.65
10 H 3.54 1.52 -1.98
11 H 1.44 -2.22 1.16
12 H 0.01 -0.43 -2.39
13 H -2.21 -1.22 -0.05
14 H -2.46 0.24 -0.90
15 H -2.20 0.10 0.95
16 H 0.27 1.68 0.80
17 H 1.23 0.34 1.04
18 H -0.08 0.41 2.00

Values from the calculation:
Charge: 0
LUMO, eV: 0.8
E_HOMO, eV: -9.5
SMILES string: C#C[C@H]1N(C=O)C1(C)C
E, eV: -10938.453
M, g mol⁻¹: 123.155
Orbital gap, Eh: 0.3801

Atomic partial charges in e from the Löwdin method, atoms 1 to 5:
1 C 0.150
2 C -0.090
3 C -0.302
4 C -0.202
5 C -0.420